A structure of composition C23H70O24Zr. Source: OMol25; level of theory: the ωB97M-V functional and the def2-TZVPD basis.

```
118
Properties=species:S:1:pos:R:3
Zr -0.14223 0.03175 0.25134
O 0.46374 -0.37067 4.26703
O -0.21710 -2.78961 3.14543
O 1.48284 -1.40805 0.57383
O -1.48326 -1.89974 0.47085
O -0.99077 0.31448 2.09398
O 3.94905 0.65102 -1.10687
O 4.51012 3.58066 -2.38914
O -3.45246 3.35018 5.55727
O -3.70867 -3.61682 0.00660
O 2.50601 -4.45890 -0.53917
O 2.92496 -1.97567 -1.86303
O 1.78125 0.94143 2.14344
O -3.10048 5.35716 -1.84980
O -0.25026 -3.94653 -0.73226
O 0.01939 -1.36547 -1.70653
O -0.60049 -6.67729 -0.11347
O -1.57177 0.98122 -0.64407
O 1.59363 -6.11861 1.92523
O 1.65382 -1.33471 -4.29384
O 2.10212 4.81056 -2.22338
O -0.34490 2.78239 1.27216
O -0.60068 4.14361 -1.12892
O -4.09074 1.60367 3.48595
O 1.15251 1.26850 -0.93668
C -0.91689 5.56095 -1.04243
C -2.62958 -2.01846 1.32377
C -1.36940 -6.08358 -1.12487
C -2.89610 3.53817 4.26582
C 4.41497 -0.09481 -2.20959
C 4.36452 -1.59161 -1.90111
C -3.47130 2.09302 -0.20086
C -2.79310 1.86594 -2.49405
C 2.24120 3.88285 -3.25275
C 1.56259 2.22624 2.71136
C -1.84786 6.04868 -2.08296
C 3.73551 3.61958 -3.54064
C -2.85926 1.19571 -1.15863
C 3.19619 -4.65332 0.69764
C -3.86043 2.99191 3.22315
C 0.62513 -0.53952 -3.86675
C 2.86593 -6.04238 1.29323
C 0.66799 -2.70459 4.33770
C -0.43887 -1.33877 -3.07781
C -3.88731 -2.35796 0.60718
C -0.63113 -4.90065 -1.75891
C 0.88504 3.30191 1.78714
C 0.19726 -1.48886 5.07661
H 2.50366 2.68980 3.02797
H 1.82175 0.35345 2.94890
H -3.78029 2.04422 -2.87386
H -0.39363 -2.32534 -3.55970
H 3.81379 2.63499 -4.05355
H 2.23698 -0.96270 0.92191
H -2.28323 2.82723 -2.40461
H -1.90783 3.03979 4.13757
H 3.92709 0.10466 -3.21788
H -0.50747 3.12440 0.35231
H -1.45320 -6.81716 -1.94136
H 0.69945 4.22389 2.39371
H -2.39797 -5.75703 -0.86986
H 4.26507 -4.58562 0.50427
H 1.62830 3.46370 1.04758
H -4.73543 -2.31073 1.28989
H -1.07335 1.28172 2.16917
H 1.65931 4.26950 -4.08809
H 1.74536 1.96409 -0.56378
H -3.52351 3.13201 2.20767
H -1.01532 -2.67955 0.11712
H -4.56016 2.16465 -0.31387
H -4.78953 3.53975 3.33254
H 0.06526 6.08371 -1.08643
H -0.18062 -0.26069 3.52485
H 4.44117 2.73389 -1.96191
H 0.75623 -4.02434 -0.54628
H 2.95943 0.55740 -1.15408
H 0.91143 0.28184 -3.20913
H -3.90249 2.46208 5.44143
H -1.45835 -0.92194 -3.11230
H -3.34310 1.07443 3.15863
H 0.23998 -5.21046 -2.22412
H -2.50883 -2.85391 2.03758
H -2.63552 -1.06477 1.85772
H -2.18753 1.36649 -3.23622
H -3.04865 3.09367 -0.27394
H -1.89341 7.13022 -2.00061
H -3.32197 1.63551 0.79893
H -1.38016 5.77590 -3.05456
H 2.51425 -1.64527 -1.05003
H 1.13711 -6.94973 1.73473
H -4.26119 -1.72797 -0.20897
H -1.30147 5.76209 0.02951
H 0.17350 -0.27226 -4.81386
H 3.62539 -6.17769 2.05821
H 0.43911 -3.59261 4.89627
H -1.29709 -4.45890 -2.47396
H 2.90090 -6.83085 0.57818
H 5.46799 0.11403 -2.35558
H 2.97284 4.79083 -1.74480
H 4.21730 4.34040 -4.24402
H 4.85618 -2.20025 -2.65228
H -2.87284 4.60564 4.04434
H 1.75533 2.95661 -2.89022
H -0.00137 -2.33579 -1.52946
H 0.63288 -1.40895 6.10676
H -0.95700 -1.56962 5.19225
H 0.04124 4.07876 -1.82571
H 2.83606 -3.67064 -0.99562
H 4.68841 -1.79332 -0.90930
H -4.01880 -3.43816 -0.90440
H -3.76277 5.90077 -2.31940
H 2.13910 -1.58994 -3.50576
H 0.23482 -2.27807 2.41015
H -3.41588 0.28967 -1.21678
H -0.48743 -5.96736 0.57879
H 1.75155 -2.72319 4.07434
H 2.90705 -3.89655 1.46202
H 0.95140 2.04454 3.67279
```

Properties
M: 822.013 g mol⁻¹
Gap between HOMO and LUMO: 0.3647 Eh
E_HOMO: -9.5 eV
Strongest force on any atom: 3.163 eV/Å
Multiplicity: 1
E: -2771.18501 Eh
Energy above the lowest of the compared OMol25 structures with the same formula, charge and spin: 0.00 kcal/mol


A structure of composition C23H72Co2O17P. Source: OMol25; level of theory: the ωB97M-V functional and the def2-TZVPD basis.

```
115
Properties=species:S:1:pos:R:3
Co 0.34677 0.31931 2.32209
Co -0.15873 -0.91857 -2.69989
P -0.00086 -0.40381 -0.14611
O -0.04115 -3.03553 -2.28918
O -3.51364 -1.11918 0.30780
O -0.07509 -3.77844 0.26487
O 0.20201 -1.29018 1.11477
O 0.37702 -0.76021 4.18476
O -1.95292 0.34857 2.57915
O -0.29510 1.15238 -3.15786
O -1.24473 -0.71005 -1.00868
O 2.49226 0.27253 2.30905
O -1.20465 2.66094 -1.12515
O 1.22133 -1.34476 -4.26886
O -1.71223 -1.46905 -4.14577
O 1.82041 4.32917 1.69299
O 1.13545 -0.53985 -1.19893
O 3.54649 -0.46969 -0.07500
O 0.56365 2.25494 3.08162
O 0.04725 1.00070 0.50598
C 0.31476 2.08522 -4.07658
C -3.60385 -3.23657 -0.84546
C -4.85093 -2.83653 1.30252
C -3.85404 -0.59996 -4.91658
C -0.13828 -4.21414 -3.08496
C -0.75363 2.95863 -4.67254
C 1.25424 4.16481 0.36938
C 4.05952 2.00692 3.00249
C 1.87088 -2.57997 4.84484
C -2.98782 0.50059 3.56273
C 0.54526 -2.21685 4.21673
C 3.39363 -1.96996 -3.29440
C 2.62885 -0.92680 -4.07639
C 0.75955 3.29818 5.25356
C 1.20999 -4.38907 0.38024
C -2.62289 2.45230 -1.06849
C -0.19583 2.74955 4.21897
C 4.17743 0.69404 -0.62744
C -3.60999 -2.52547 0.49839
C -3.04328 -1.00338 -3.71297
C 1.37231 2.88636 -3.32675
C -1.17535 3.78418 3.74368
C 3.46600 0.64213 3.28372
H -2.69825 -0.97938 -0.23593
H 3.51945 1.56640 -0.53349
H -2.73604 -2.92487 1.04254
H 5.10692 0.85504 -0.09142
H 1.34133 4.12905 4.84828
H 1.27564 -5.25095 -0.29086
H 0.87759 3.44706 -2.52967
H -5.72393 -2.38716 0.82207
H -1.55213 2.31567 -5.07520
H -2.40436 0.09548 1.74551
H 0.51217 -2.51055 3.17116
H 0.21071 4.45681 0.41654
H -0.63736 1.66859 -2.38165
H 0.76709 1.45614 -4.84428
H -4.82086 -0.20029 -4.62158
H -0.28523 -2.66811 4.75974
H -0.15186 -3.30862 -1.33486
H 1.99816 -3.66105 4.89596
H -0.60355 4.64070 3.36137
H 2.64312 -0.50359 -0.49076
H 1.94560 -2.15397 5.84857
H 1.36383 -4.81371 1.38263
H -3.71267 1.24445 3.22739
H 4.37578 0.54865 -1.69347
H 2.08581 2.21007 -2.84873
H -1.86270 -2.16841 -4.78951
H 3.49793 -2.88776 -3.87338
H -3.10517 3.06944 -1.82401
H -2.82523 -0.14606 -3.08024
H 4.24347 -0.12745 3.32576
H 0.94510 3.01098 2.58912
H -1.79801 3.41970 2.92825
H 2.76753 4.47194 1.63027
H 0.31230 -0.45840 5.09711
H 3.06198 -0.78553 -5.06697
H -0.71209 1.87864 4.62857
H -3.51126 -0.43690 3.74097
H -0.79502 2.06608 -0.44191
H 2.02446 -3.69776 0.15153
H -4.38646 -2.88529 -1.53129
H 1.46846 2.52805 5.56962
H -4.76327 -2.42485 2.30156
H 2.55083 0.01914 -3.54635
H -2.55036 0.80064 4.51209
H 1.22544 -2.04974 -4.92282
H 2.69503 -2.18882 4.24585
H 1.78980 4.78221 -0.35267
H -1.79640 4.16364 4.55471
H -2.64060 -3.12504 -1.35593
H 0.82868 -4.72614 -3.15330
H 4.88331 2.24045 3.67918
H 4.40659 -1.60046 -3.09766
H 1.30883 3.11954 0.05471
H 1.88253 3.59269 -3.97919
H -1.24980 3.56914 -3.91553
H 4.41982 2.05601 1.97580
H -3.01828 2.76297 -0.09452
H -3.77455 -4.31700 -0.76716
H -0.41769 3.55733 -5.51569
H 3.29567 2.76427 3.18083
H -3.28821 0.11509 -5.51116
H 2.94620 -2.14027 -2.31763
H 2.95418 -0.10939 1.51481
H 0.23396 3.63897 6.14811
H -0.41315 -3.93314 -4.10129
H 0.03164 -2.84490 0.59732
H -5.01175 -3.91115 1.36654
H -4.03257 -1.47539 -5.55184
H -0.86653 -4.89983 -2.65385
H -3.49128 -1.80410 -3.12740
H 2.95179 0.61876 4.24635
H -2.88214 1.40280 -1.23999
```

Properties
M: 769.652 g mol⁻¹
Gap between HOMO and LUMO (spin up / spin down): 0.3546 / 0.3671 Eh
E_HOMO (spin up / spin down): -11.4 / -11.7 eV
Strongest force on any atom: 1.327 eV/Å
Multiplicity: 7
Charge: +1
E: -5305.53563 Eh


Question: Which of these has the lowest M?
Answer: C23H72Co2O17P